114
Properties=species:S:1:pos:R:3 method="wB97M-V/def2-TZVPD" orbital_gap_ha=0.2249 lumo_ev=-3.230 molar_mass_g_mol=719.1 total_charge=+1
C 2.25 -3.94 -1.59
C 1.61 -2.85 -2.46
C 1.39 -3.47 -3.85
C 2.45 -1.55 -2.58
C 3.69 -1.68 -3.21
C 4.34 -0.58 -3.79
C 3.76 0.71 -3.63
C 2.54 0.86 -2.98
C 1.72 2.17 -3.05
C 2.05 3.06 -4.24
C 1.66 2.93 -1.72
C 1.98 -0.24 -2.30
N 0.68 0.00 -1.69
N -0.32 0.12 -2.63
N -1.46 -0.20 -2.01
C -2.75 -0.24 -2.79
C -3.36 -1.46 -3.12
C -2.64 -2.77 -2.89
C -2.37 -3.53 -4.20
C -3.34 -3.76 -1.96
C -4.61 -1.54 -3.78
C -5.22 -0.38 -4.25
C -4.58 0.84 -4.02
C -3.34 0.91 -3.35
C -2.63 2.25 -3.26
C -3.10 3.17 -2.13
C -2.53 3.07 -4.57
C -1.22 -0.43 -0.67
C -2.32 -0.65 0.26
C 0.11 -0.40 -0.41
C 0.84 -0.77 0.88
H 2.41 -3.61 -0.55
H 1.61 -4.84 -1.57
H 3.22 -4.24 -2.01
H 0.64 -2.55 -2.04
H 0.91 -2.76 -4.54
H 2.35 -3.75 -4.28
H 0.77 -4.38 -3.80
H 4.13 -2.68 -3.33
H 5.25 -0.72 -4.41
H 4.27 1.59 -4.02
H 0.68 1.84 -3.24
H 1.97 2.48 -5.16
H 1.31 3.88 -4.31
H 3.05 3.51 -4.18
H 1.22 2.29 -0.93
H 2.66 3.26 -1.38
H 0.99 3.81 -1.82
H -1.68 -2.48 -2.46
H -1.82 -2.92 -4.93
H -1.78 -4.43 -3.98
H -3.32 -3.85 -4.66
H -3.50 -3.35 -0.96
H -4.31 -4.08 -2.38
H -2.70 -4.66 -1.89
H -5.06 -2.51 -4.00
H -6.19 -0.43 -4.79
H -5.04 1.75 -4.43
H -1.61 1.94 -3.03
H -3.04 2.66 -1.17
H -2.44 4.06 -2.10
H -4.15 3.52 -2.27
H -2.09 2.47 -5.38
H -3.49 3.48 -4.91
H -1.85 3.91 -4.38
H -1.95 -0.59 1.28
H -3.10 0.11 0.12
H -2.80 -1.62 0.12
H 0.27 -1.66 1.29
H 1.86 -1.09 0.56
C 2.47 -3.02 2.95
C 2.21 -1.97 3.96
N 2.57 -2.14 5.28
C 2.99 -3.41 5.89
C 2.29 -0.96 5.97
C 1.80 -0.02 5.00
C 1.63 1.27 5.48
C 1.62 1.54 6.86
C 1.93 0.57 7.81
C 2.27 -0.71 7.33
C 1.69 -0.71 3.71
C 1.31 -0.06 2.32
C 0.40 1.12 2.57
C 0.57 2.43 2.14
C 1.70 3.06 1.43
N -0.41 3.23 2.67
C -0.49 4.66 2.42
C -1.32 2.45 3.40
C -0.81 1.10 3.34
C -1.34 0.15 4.20
C -2.20 0.58 5.22
C -2.68 1.90 5.28
C -2.31 2.85 4.29
H 2.06 -2.62 2.01
H 3.54 -3.24 2.82
H 1.94 -3.95 3.21
H 2.93 -3.36 6.98
H 2.33 -4.23 5.55
H 4.03 -3.70 5.64
H 1.51 2.07 4.75
H 1.32 2.53 7.20
H 1.91 0.81 8.89
H 2.45 -1.52 8.03
H 2.37 0.40 2.04
H 2.38 2.30 1.04
H 1.32 3.66 0.59
H 2.21 3.75 2.11
H -1.38 5.03 2.93
H 0.39 5.20 2.81
H -0.57 4.89 1.33
H -1.07 -0.91 4.08
H -2.55 -0.13 5.97
H -3.30 2.24 6.12
H -2.69 3.87 4.25

=====

118
Properties=species:S:1:pos:R:3 method="wB97M-V/def2-TZVPD" orbital_gap_ha=0.1959 lumo_ev=-7.311 molar_mass_g_mol=815.1 relative_energy_kcal_mol=3.3 total_charge=+2
Sc -1.98 -0.05 -0.79
C 5.32 0.20 -1.07
C 4.65 -1.16 -0.80
C 5.41 -2.24 -1.57
C 4.74 -1.48 0.70
C 3.18 -1.09 -1.20
C 2.36 -0.16 -0.64
C 0.98 -0.12 -0.97
N 0.04 0.68 -0.47
C 0.11 1.67 0.45
C 1.27 2.39 0.84
C 1.21 3.20 1.93
C -0.03 3.25 2.66
C -1.20 2.63 2.31
C -1.16 1.87 1.11
O -2.20 1.26 0.61
C -2.46 2.69 3.18
C -2.79 1.26 3.67
C -2.25 3.57 4.42
C -3.65 3.25 2.40
C 2.39 4.04 2.41
C 2.00 5.52 2.32
C 2.70 3.68 3.87
C 3.64 3.80 1.57
C 0.41 -1.17 -1.82
O -0.89 -1.22 -1.88
C 1.27 -2.08 -2.48
C 2.60 -1.99 -2.15
C 0.83 -3.15 -3.50
C 1.51 -2.83 -4.85
C -0.68 -3.23 -3.75
C 1.30 -4.53 -3.01
H 6.39 0.14 -0.83
H 4.89 0.99 -0.46
H 5.23 0.48 -2.12
H 6.45 -2.25 -1.25
H 5.40 -2.06 -2.65
H 5.00 -3.24 -1.38
H 5.78 -1.57 1.01
H 4.23 -2.43 0.93
H 4.27 -0.69 1.31
H 2.75 0.52 0.10
H 2.16 2.34 0.24
H -0.03 3.86 3.55
H -1.95 0.85 4.24
H -3.00 0.59 2.84
H -3.66 1.29 4.32
H -1.47 3.18 5.07
H -3.18 3.60 4.99
H -2.00 4.60 4.15
H -3.89 2.65 1.52
H -3.46 4.28 2.08
H -4.53 3.27 3.05
H 1.14 5.76 2.94
H 1.77 5.80 1.29
H 2.84 6.15 2.65
H 1.88 3.94 4.55
H 3.58 4.23 4.21
H 2.91 2.61 3.98
H 3.50 4.09 0.53
H 3.95 2.75 1.61
H 4.46 4.39 1.97
H 3.27 -2.69 -2.63
H 1.19 -1.85 -5.22
H 1.24 -3.58 -5.59
H 2.60 -2.81 -4.77
H -1.08 -2.29 -4.13
H -1.23 -3.49 -2.85
H -0.86 -4.00 -4.50
H 2.39 -4.61 -2.95
H 0.96 -5.30 -3.71
H 0.88 -4.76 -2.03
C -4.41 0.09 -3.84
C -3.30 0.86 -3.18
C -1.99 0.74 -3.66
C -0.98 1.60 -3.25
C 0.40 1.51 -3.84
C -1.30 2.61 -2.33
C -2.59 2.76 -1.83
C -2.93 3.94 -0.97
C -3.57 1.85 -2.22
H -4.58 0.51 -4.84
H -5.35 0.18 -3.30
H -4.17 -0.96 -3.98
H -1.78 0.01 -4.44
H 0.47 2.17 -4.71
H 0.62 0.50 -4.18
H 1.16 1.83 -3.13
H -0.53 3.31 -2.04
H -2.91 4.85 -1.58
H -2.20 4.08 -0.17
H -3.92 3.85 -0.52
H -4.59 2.00 -1.90
N -1.57 -3.43 2.19
C -0.24 -3.62 2.66
C 0.16 -4.86 3.12
C 1.47 -5.04 3.57
C 2.36 -3.98 3.54
C 1.96 -2.74 3.05
C 0.65 -2.57 2.63
S 0.08 -0.98 2.12
N -1.25 -1.38 1.11
C -1.92 -2.45 1.34
C -3.22 -2.61 0.61
C -4.10 -3.66 0.84
C -5.31 -3.71 0.16
C -5.61 -2.70 -0.73
C -4.69 -1.70 -0.91
N -3.52 -1.64 -0.26
H -2.17 -4.23 2.28
H -0.53 -5.70 3.13
H 1.78 -6.00 3.94
H 3.38 -4.11 3.89
H 2.65 -1.90 3.02
H -3.87 -4.44 1.56
H -6.00 -4.52 0.34
H -6.54 -2.69 -1.28
H -4.89 -0.89 -1.60